Record 1
ORCA calculation (ωB97M-V with the def2-TZVPD basis set) on 2 unconnected molecules or ions with the total composition C8H10N2O at a distorted geometry.

Values from the calculation:
- ΔE to the lowest compared entry with this formula, charge and spin: 380.2 kJ/mol
- Net charge: 0
- Electronic energy: -13482.39239 eV
- E_HOMO: -10.060 eV
- SMILES: CC#CC(N)=O.C=CCC#N
- Largest force on an atom: 4.34 eV/A

Last column: Löwdin charge in e.
Element x y z (Å)
C 0.81 2.41 -0.06  -0.120
C 1.60 1.32 0.30  -0.100
C 2.62 0.66 0.49  0.069
C 2.91 -0.73 0.92  -0.531
N 3.13 -1.45 -0.26  0.127
O 2.64 -1.12 2.06  0.055
H 0.20 2.20 -0.92  0.071
H 0.26 2.88 0.76  0.093
H 1.53 3.23 -0.43  0.129
H 2.73 -1.01 -1.08  0.095
H 2.97 -2.45 -0.21  0.104
C -1.02 -1.56 -0.92  0.018
C -2.12 -0.84 -0.81  -0.205
C -2.36 0.24 0.18  -0.208
C -3.45 -0.12 1.09  -0.224
N -4.27 -0.51 1.81  0.143
H -0.18 -1.40 -0.23  0.064
H -0.91 -2.31 -1.69  0.058
H -2.98 -1.03 -1.47  0.114
H -2.62 1.19 -0.32  0.124
H -1.46 0.44 0.80  0.123

Record 2
ORCA calculation (ωB97M-V with the def2-TZVPD basis set) on 2 unconnected molecules or ions with the total composition H4S3.

Values from the calculation:
- ⟨S²⟩: 0.755
- ΔE to the lowest compared entry with this formula, charge and spin: 57.1 kJ/mol
- Net charge: +1
- Electronic energy: -32560.92648 eV
- E_HOMO (spin up / spin down): -15.187 / -13.800 eV
- Multiplicity: 2
- Largest force on an atom: 0.81 eV/A

Last column: Löwdin spin population.
Element x y z (Å)
S 1.81 -1.20 0.47  0.320
H 2.90 -1.19 -0.33  0.012
H 1.96 -2.53 0.65  0.012
S -1.24 0.39 -0.73  0.421
S -1.32 1.86 0.66  0.181
H -2.44 -0.19 -0.55  0.026
H -1.66 2.86 -0.16  0.028

Record 3
ORCA calculation (ωB97M-V with the def2-TZVPD basis set) on C27H25N5O3S in the gas phase at a distorted geometry.

Values from the calculation:
- ΔE to the lowest compared entry with this formula, charge and spin: 181.8 kJ/mol
- Net charge: 0
- Electronic energy: -52831.75510 eV
- E_HOMO: -7.975 eV
- SMILES: COc1ccc(-c2noc(CSc3nnc(Cc4ccccc4)n3-c3cccc(C)c3)n2)cc1OC
- Largest force on an atom: 1.25 eV/A

Last column: Löwdin charge in e.
Element x y z (Å)
C 7.80 1.70 0.31  -0.081
O 6.90 0.62 0.24  -0.060
C 5.59 0.87 0.00  -0.195
C 5.05 2.13 -0.21  -0.006
C 3.69 2.29 -0.45  -0.019
C 2.87 1.18 -0.48  -0.163
C 1.46 1.33 -0.73  -0.284
N 0.60 0.33 -0.80  0.158
O -0.61 0.91 -1.02  0.018
C -0.39 2.24 -1.07  -0.431
C -1.54 3.14 -1.22  -0.320
S -2.02 3.76 0.46  0.978
C -1.65 2.31 1.37  -0.650
N -0.63 2.13 2.15  0.048
N -0.69 0.88 2.62  0.082
C -1.74 0.29 2.11  -0.296
C -2.17 -1.10 2.37  -0.055
C -1.61 -2.06 1.34  -0.234
C -2.45 -2.94 0.67  -0.067
C -1.94 -3.81 -0.28  -0.090
C -0.58 -3.80 -0.56  -0.087
C 0.26 -2.93 0.11  -0.080
C -0.25 -2.06 1.06  -0.046
N -2.41 1.17 1.30  0.050
C -3.58 0.96 0.53  -0.217
C -4.69 1.77 0.75  -0.027
C -5.82 1.55 -0.02  -0.064
C -5.85 0.55 -0.97  -0.042
C -4.73 -0.25 -1.20  -0.259
C -4.76 -1.33 -2.23  -0.040
C -3.59 -0.03 -0.44  0.023
N 0.85 2.55 -0.91  0.228
C 3.40 -0.10 -0.27  0.050
C 4.75 -0.26 -0.03  -0.187
O 5.36 -1.45 0.19  -0.062
C 4.57 -2.62 0.21  -0.082
H 8.77 1.26 0.52  0.094
H 7.85 2.24 -0.64  0.097
H 7.53 2.39 1.11  0.098
H 5.68 3.01 -0.18  0.105
H 3.27 3.27 -0.60  0.111
H -2.39 2.63 -1.66  0.085
H -1.28 4.03 -1.79  0.088
H -1.78 -1.37 3.36  0.132
H -3.26 -1.16 2.39  0.123
H -3.51 -2.94 0.89  0.114
H -2.60 -4.49 -0.79  0.102
H -0.18 -4.48 -1.30  0.100
H 1.31 -2.92 -0.11  0.086
H 0.40 -1.37 1.58  0.107
H -4.66 2.54 1.50  0.112
H -6.69 2.17 0.14  0.106
H -6.74 0.39 -1.56  0.114
H -5.58 -2.02 -2.04  0.085
H -3.83 -1.88 -2.24  0.072
H -4.92 -0.90 -3.22  0.084
H -2.70 -0.62 -0.60  0.113
H 2.72 -0.93 -0.30  0.092
H 5.25 -3.44 0.42  0.096
H 3.81 -2.57 1.00  0.095
H 4.09 -2.79 -0.76  0.096